# 1
Density functional theory data (ωB97M-V/def2-TZVPD) for C32H38Cl4N2OPPdSSi as an isolated structure.

Last column: Löwdin charge in e.
Atoms and positions in Å:
H1 3.572 4.513 1.498  0.09
H2 3.252 4.276 -2.971  0.10
H3 2.270 -1.793 5.217  0.12
C1 -3.845 2.767 -1.515  -0.34
Cl1 -3.026 0.664 -0.091  0.67
H4 -5.997 -2.726 -1.623  0.07
C2 4.409 -0.794 -0.466  -0.09
C3 3.243 -3.308 -0.582  -0.05
H5 1.204 5.385 1.824  0.11
H6 3.849 5.816 0.327  0.08
Si1 -0.538 1.167 -0.600  0.28
O1 -2.709 -2.380 -0.415  -0.57
Cl2 -3.350 0.109 3.326  0.73
C4 -0.278 -5.385 -2.156  -0.05
C5 0.089 -5.262 0.606  -0.07
H7 0.596 2.953 -1.813  0.08
C6 -3.822 1.971 -2.690  0.00
H8 -0.474 -7.326 0.617  0.12
H9 -3.544 4.581 -2.617  0.09
H10 2.749 2.959 -1.911  0.07
C7 4.534 -3.123 -1.048  -0.03
Cl3 -0.107 -0.028 -2.214  0.34
C8 0.235 -2.464 5.071  -0.03
H11 0.294 -3.322 -2.186  0.10
C9 3.262 5.513 1.192  -0.04
C10 2.989 4.023 -1.945  -0.04
H12 -2.196 -0.751 0.050  0.03
H13 2.140 5.951 -1.480  0.13
H14 2.686 -1.909 2.791  0.11
H15 -0.815 -7.435 -1.825  0.12
H16 -0.422 2.330 1.621  0.03
Cl4 2.302 0.409 0.662  0.68
H17 0.070 -2.423 6.139  0.13
H18 -4.575 -3.819 -1.644  0.07
C11 -2.977 0.229 1.726  -0.82
H19 -3.628 4.828 -0.867  0.09
C12 3.123 -0.995 -0.007  -0.61
C13 2.505 -2.245 -0.047  -0.36
H20 0.983 4.859 -2.182  0.13
N1 0.268 2.708 -0.886  -0.05
H21 -0.434 4.075 1.903  0.11
C14 -3.846 -0.032 -1.471  -0.42
C15 1.833 4.908 -1.497  -0.16
H22 -4.249 2.855 0.598  0.12
C16 -4.010 0.554 -2.661  -0.09
H23 3.496 6.204 2.001  0.10
H24 1.040 3.149 2.173  0.11
H25 -1.325 -3.379 2.203  0.11
N2 1.351 4.603 -0.127  -0.02
C17 5.116 -1.866 -0.992  -0.02
C18 0.168 3.249 1.524  -0.01
H26 5.084 -3.962 -1.449  0.13
C19 1.714 -2.171 3.190  -0.07
H27 0.267 -5.235 1.673  0.11
C20 -3.864 2.277 -0.236  -0.14
H28 1.476 6.555 0.551  0.14
C21 0.699 -2.619 2.330  -0.42
C22 -4.035 4.259 -1.700  -0.02
C23 0.120 -4.197 -1.570  -0.10
P1 0.820 -2.572 0.505  1.03
S1 -4.106 -1.863 -0.473  0.96
H29 -1.733 -3.206 4.645  0.12
H30 6.124 -1.713 -1.353  0.13
C24 1.769 5.572 0.918  -0.16
C25 0.622 3.552 0.122  -0.35
C26 1.479 -2.108 4.551  -0.04
Pd1 -0.463 -0.856 1.310  0.40
H31 3.867 4.186 -1.323  0.08
H32 -3.781 2.485 -3.642  0.13
H33 -4.641 -2.428 -2.757  0.06
H34 -5.093 4.507 -1.797  0.11
H35 -4.257 -0.011 -3.552  0.13
C27 0.310 -4.135 -0.186  -0.38
C28 -4.921 -2.793 -1.773  -0.21
H36 -0.408 -5.442 -3.228  0.12
H37 4.858 0.188 -0.404  0.11
H38 2.801 -4.294 -0.625  0.12
C29 -0.783 -2.895 4.232  -0.05
C30 -0.565 -2.971 2.862  -0.14
C31 -0.319 -6.446 0.009  -0.04
C32 -0.504 -6.506 -1.365  -0.04

## Properties
- spin multiplicity = 5
- net charge = +3
- LUMO energy (alpha / beta) (eV) = -8.8 / -10.4
- frontier orbital gap (alpha / beta) (eV) = 5.9357 / 5.6992
- ⟨S²⟩ = 6.080
- E_HOMO (alpha / beta) (eV) = -14.775 / -16.078

***

# 2
Density functional theory data (ωB97M-V/def2-TZVPD) for a 5-piece molecular cluster, C32H38FN7O11S overall.

Last column: Löwdin charge in e.
Atoms and positions in Å:
H1 2.622 4.985 4.449  0.12
H2 -5.923 -1.722 -4.313  0.10
H3 4.109 1.346 1.034  0.12
O1 6.503 1.370 0.665  0.06
O2 -4.933 -6.408 -5.651  0.09
H4 9.047 7.119 2.402  0.12
C1 -4.411 -6.414 -2.144  -0.01
H5 -4.788 -0.526 -0.549  0.12
H6 -2.908 -2.090 -4.386  0.12
N1 6.514 6.988 3.279  -0.34
H7 -5.180 -2.385 -5.748  0.10
O3 -0.419 -0.778 -1.619  -0.24
C2 1.145 3.968 3.260  -0.14
C3 -4.577 -0.354 -5.336  -0.10
F1 -1.218 0.812 -0.021  -0.16
H8 -2.699 1.073 3.560  0.09
C4 3.962 0.434 0.474  0.00
H9 -4.034 -3.195 -1.995  0.11
H10 7.348 2.492 2.773  0.10
N2 -2.800 -0.538 2.159  -0.17
C5 -3.899 -0.196 1.325  -0.47
H11 -7.729 -8.380 -2.337  0.11
C6 -3.875 -2.488 -4.070  -0.17
C7 7.388 5.859 2.932  -0.15
C8 9.485 5.042 2.138  -0.06
O4 5.393 6.730 3.686  0.04
C9 3.574 -1.918 -0.959  -0.05
H12 -6.675 -7.552 -4.403  0.12
H13 1.495 -1.668 -0.488  0.07
C10 2.774 5.470 2.370  -0.06
N3 0.534 3.287 4.411  -0.34
O5 -4.915 0.197 1.769  0.15
C11 -4.984 -1.765 -4.870  -0.25
H14 -2.909 -0.490 -2.603  0.12
H15 1.844 0.411 0.787  0.10
C12 2.493 -1.265 -0.382  -0.06
H16 -0.208 3.074 1.847  0.10
H17 -4.068 -0.466 -6.295  0.07
C13 4.852 -1.395 -0.827  0.00
C14 9.007 3.742 2.238  -0.06
H18 3.609 6.139 2.513  0.08
H19 -6.664 -7.957 -0.149  0.11
C15 8.673 6.109 2.485  -0.01
N4 -4.370 -6.191 -4.595  -0.34
O6 -0.388 2.524 4.179  0.06
O7 7.293 -0.233 -0.540  0.08
C16 2.689 -0.093 0.336  -0.05
N5 6.378 0.347 0.013  -0.34
C17 2.217 4.820 3.460  0.01
C18 7.718 3.505 2.695  -0.07
H20 5.898 4.380 3.402  0.12
C19 -6.207 -7.364 -3.448  0.00
H21 9.640 2.910 1.959  0.11
C20 -6.800 -7.828 -2.285  -0.06
C21 -2.224 0.765 2.626  -0.07
H22 -2.380 -1.411 4.012  0.09
H23 -3.568 0.702 -0.636  0.13
O8 -3.307 -5.606 -4.483  0.06
H24 -3.985 -0.723 3.947  0.09
S1 -1.177 -0.724 -0.434  0.63
O9 0.982 3.519 5.516  0.09
H25 5.691 -1.904 -1.279  0.12
H26 -3.481 -5.865 -2.087  0.12
N6 -2.900 -1.391 -2.131  -0.10
H27 -1.145 0.709 2.740  0.07
O10 -0.555 -1.441 0.604  -0.25
C22 -5.015 -6.666 -3.363  -0.15
C23 5.030 -0.222 -0.114  -0.15
C24 -4.012 -2.253 -2.536  -0.17
H28 -4.547 -6.691 -0.026  0.11
C25 -3.237 -1.261 3.356  -0.07
H29 0.783 4.242 -0.081  0.11
C26 6.901 4.568 3.047  0.00
C27 -5.010 -6.878 -0.985  -0.06
H30 -4.941 -1.679 -2.417  0.10
C28 -6.202 -7.588 -1.055  -0.07
O11 6.953 8.111 3.133  0.09
C29 0.626 3.746 1.996  -0.01
C30 -3.794 -0.276 -0.190  -0.08
H31 2.687 5.781 0.251  0.11
C31 1.184 4.402 0.911  -0.07
C32 2.255 5.266 1.099  -0.06
H32 -3.903 -3.546 -4.324  0.07
H33 -3.608 -2.245 3.064  0.09
H34 10.491 5.223 1.784  0.11
N7 -2.804 -1.265 -0.724  -0.17
H35 -5.444 0.274 -5.546  0.07
H36 -3.914 0.152 -4.633  0.06
H37 3.420 -2.833 -1.515  0.11
H38 -2.471 1.532 1.888  0.08

## Properties
- SMILES = CCCCNN(CC(=O)N(C)C)S(=O)(=O)F.O=[N+]([O-])c1ccccc1.O=[N+]([O-])c1ccccc1.O=[N+]([O-])c1ccccc1.O=[N+]([O-])c1ccccc1
- net charge = 0
- LUMO energy (eV) = -0.8
- frontier orbital gap (eV) = 8.7153
- E_HOMO (eV) = -9.514

***

# 3
Density functional theory data (ωB97M-V/def2-TZVPD) for a 4-piece molecular cluster, C32H38FNO9S overall.

Last column: Löwdin charge in e.
Atoms and positions in Å:
H1 -1.901 0.442 -0.717  0.11
H2 4.418 1.264 0.987  0.03
H3 -2.865 0.592 1.339  0.12
H4 4.197 3.129 -0.644  0.12
H5 -3.511 -0.382 2.758  0.13
O1 6.168 3.971 -2.103  0.09
H6 1.035 1.221 3.427  0.12
H7 -7.854 -8.471 -0.115  0.12
H8 0.973 -0.921 -1.112  0.13
C1 -8.135 -4.664 -1.083  0.02
H9 1.010 -1.878 1.106  0.07
H10 -6.641 -1.035 0.832  0.10
O2 -0.526 -1.159 -2.576  -0.11
C2 7.567 2.356 -1.120  0.03
H11 4.733 5.749 -5.123  0.12
H12 -5.880 -1.301 2.543  0.09
C3 -0.092 -0.050 1.872  -0.34
O3 -1.915 -1.684 4.676  0.04
H13 4.940 -1.530 1.384  0.06
H14 4.759 10.079 -5.625  0.12
H15 -0.704 1.971 0.909  0.12
H16 1.012 -1.643 2.966  0.12
C4 -3.600 -1.445 0.806  -0.14
H17 -0.445 1.198 -1.523  0.13
O4 6.656 -0.010 1.364  0.09
H18 4.153 -4.037 1.339  0.08
H19 -3.742 -3.643 1.233  0.14
C5 4.934 6.720 -4.689  0.03
H20 0.162 -1.702 -3.017  0.09
H21 0.941 1.315 0.459  0.11
C6 -1.436 -0.837 3.874  -0.33
C7 5.132 2.605 -0.492  0.03
C8 4.680 7.894 -5.551  -0.39
C9 -1.379 -0.927 2.245  -0.25
C10 5.657 8.199 -2.871  -0.38
O5 -10.021 -5.273 -2.352  0.10
H22 8.625 0.833 -0.095  0.12
O6 -5.696 -2.888 1.140  -0.28
C11 5.253 1.605 0.381  0.01
H23 -8.262 -3.631 -1.383  0.12
C12 -6.478 -1.774 1.698  -0.08
C13 5.403 9.373 -3.734  0.02
H24 -4.181 -2.623 2.681  0.13
H25 3.174 -3.034 0.119  0.08
H26 2.449 -3.501 1.729  0.07
O7 6.073 8.328 -1.735  0.10
C14 5.388 6.862 -3.443  0.03
C15 -6.995 -6.472 0.118  -0.38
H27 4.145 -2.073 3.031  0.09
H28 -9.699 -7.740 -1.617  0.12
H29 8.397 2.699 -1.725  0.12
C16 -0.151 1.005 0.670  -0.14
C17 6.280 3.056 -1.308  -0.37
C18 3.975 -1.821 1.921  -0.49
C19 1.095 -1.118 1.945  -0.41
F1 -1.284 -2.346 2.048  -0.01
H30 -0.316 0.388 5.207  0.14
C20 -0.054 0.933 3.172  -0.15
H31 -4.368 -0.860 0.205  0.12
C21 -0.749 0.442 -0.705  -0.16
C22 -4.310 -2.688 1.535  -0.21
H32 5.605 10.345 -3.299  0.12
C23 -7.981 -7.438 -0.414  0.02
C24 3.433 -3.160 1.233  -0.17
H33 -2.813 -1.825 0.075  0.10
H34 -0.629 -1.784 -0.517  0.11
H35 -6.415 -4.358 0.121  0.09
H36 5.578 6.014 -2.798  0.09
H37 -7.501 -2.165 2.055  0.11
C25 4.950 9.231 -4.979  0.02
C26 -0.164 -0.971 -1.166  -0.23
C27 6.542 0.904 0.569  -0.37
C28 -7.146 -5.055 -0.278  0.03
C29 -9.120 -5.630 -1.615  -0.39
C30 7.689 1.356 -0.247  0.03
N1 -0.864 0.419 4.340  0.07
O8 4.265 7.765 -6.687  0.10
C31 -2.843 -0.439 1.820  -0.08
S1 2.799 -0.383 1.858  0.83
H38 -0.514 1.983 3.034  0.12
C32 -8.969 -7.046 -1.219  0.02
O9 -6.095 -6.830 0.854  0.11

## Properties
- SMILES = CCSC[C@]1(CCCO)CNC(=O)[C@@]1(F)CCCOC.O=C1C=CC(=O)C=C1.O=C1C=CC(=O)C=C1.O=C1C=CC(=O)C=C1
- net charge = 0
- LUMO energy (eV) = -1.9
- frontier orbital gap (eV) = 7.1705
- E_HOMO (eV) = -9.083

***

Listing energy for the structures above in their given order: -120361.273; -80292.579; -67263.472 eV.
Listing maximum force for the structures above in their given order: 4.2; 2.8; 4.7 eV/Å.